91
Properties=species:S:1:pos:R:3:forces:R:3 method="wB97M-V/def2-TZVPD" max_force_ev_per_a=1.69 homo_ev=-7.3 total_energy_ha=-15583.65721 e_lumo_ev=1.6808 charge=-1
O 2.391 -1.226 0.924 -0.700 0.329 -0.364
P 1.202 -0.660 0.214 1.382 -0.455 0.853
S 1.234 1.545 0.180 0.568 0.988 -0.901
O 2.585 1.771 0.674 -0.519 -0.072 -0.009
O 1.012 1.961 -1.201 -0.172 -0.453 0.860
N 0.241 2.176 1.240 -0.079 -0.604 -0.177
S -1.350 2.263 1.053 -0.163 0.589 0.515
O -1.778 2.421 -0.326 0.066 0.200 0.649
O -1.819 3.259 2.004 0.327 -0.549 -0.635
C -2.064 0.692 1.585 -0.497 -0.016 -0.037
C -2.472 -0.209 0.411 0.006 0.281 0.122
C -3.811 0.201 -0.185 -0.135 0.053 0.075
Cl -4.140 -0.786 -1.642 0.080 0.089 0.089
H 1.150 -1.047 -1.135 -0.450 0.206 -0.016
H -0.012 -1.003 0.829 -0.173 0.054 -0.254
H -1.406 0.176 2.286 0.114 0.279 -0.060
H -2.957 1.015 2.135 0.277 -0.169 -0.030
H -2.529 -1.244 0.768 0.053 0.071 -0.189
H -1.729 -0.133 -0.388 -0.067 -0.235 0.065
H -4.649 0.048 0.503 0.195 -0.062 -0.052
H -3.800 1.246 -0.493 0.040 -0.147 -0.011
C -4.587 4.315 2.576 0.234 0.050 -0.049
Cl -4.843 2.576 2.719 -0.481 -0.033 -0.040
Cl -5.886 5.251 3.340 -0.004 -0.023 0.000
H -3.647 4.550 3.058 0.002 -0.015 0.027
H -4.553 4.565 1.523 -0.017 -0.002 0.001
C 4.329 1.396 3.131 -0.190 0.005 -0.151
Cl 3.777 0.521 4.565 0.069 -0.040 0.074
Cl 5.495 2.676 3.534 -0.004 0.006 0.038
H 4.801 0.693 2.457 0.021 -0.026 0.039
H 3.469 1.849 2.654 0.023 -0.001 0.010
C 2.210 -0.200 8.101 -0.037 0.047 -0.083
Cl 2.355 -1.936 8.394 0.010 0.002 0.007
Cl 0.535 0.362 8.231 -0.003 -0.030 0.118
H 2.809 0.324 8.834 -0.034 0.004 0.019
H 2.539 0.014 7.094 0.075 -0.029 -0.055
C -7.460 -2.857 -0.208 -0.064 -0.041 -0.034
Cl -5.967 -3.091 0.716 0.020 0.005 -0.015
Cl -7.470 -1.358 -1.135 -0.114 -0.016 0.054
H -7.556 -3.685 -0.901 0.013 0.001 -0.001
H -8.288 -2.839 0.490 0.020 0.018 0.021
C -3.807 -4.626 -2.786 -0.105 0.001 -0.003
Cl -2.314 -4.663 -1.832 0.026 -0.007 0.009
Cl -3.908 -3.209 -3.830 -0.004 -0.084 -0.101
H -3.828 -5.515 -3.406 0.021 0.001 -0.003
H -4.644 -4.604 -2.097 0.040 0.044 0.046
C 2.945 5.055 1.166 -0.061 -0.118 0.067
Cl 2.178 5.983 2.459 0.020 -0.007 0.013
Cl 3.425 6.096 -0.191 -0.016 -0.021 -0.053
H 3.835 4.581 1.561 0.017 0.027 -0.011
H 2.242 4.314 0.804 0.005 0.059 -0.019
C -1.039 -6.866 -4.487 0.118 0.053 0.079
Cl -2.202 -8.070 -3.916 0.037 -0.034 -0.115
Cl -1.816 -5.616 -5.462 -0.046 0.021 -0.067
H -0.606 -6.382 -3.619 -0.022 0.005 0.005
H -0.281 -7.357 -5.086 -0.051 -0.021 -0.041
C -1.879 2.752 6.591 -0.010 -0.135 -0.026
Cl -1.130 4.353 6.675 0.008 0.030 0.005
Cl -2.460 2.365 4.969 0.096 0.074 0.200
H -1.133 2.018 6.873 -0.006 0.048 -0.039
H -2.722 2.738 7.271 -0.005 0.023 -0.002
C 8.890 3.509 2.018 -0.043 -0.025 -0.025
Cl 10.334 3.398 3.039 -0.001 -0.006 0.001
Cl 8.936 4.907 0.940 -0.009 0.023 -0.011
H 8.831 2.612 1.414 0.024 0.002 -0.004
H 8.023 3.597 2.660 0.014 0.019 0.018
C -1.321 1.823 -3.109 0.128 0.179 -0.035
Cl -0.821 0.129 -3.082 0.006 -0.246 -0.174
Cl -2.749 2.082 -4.133 -0.036 -0.029 -0.039
H -1.549 2.119 -2.093 0.031 -0.042 -0.271
H -0.504 2.409 -3.513 0.008 -0.040 -0.025
C -2.912 -10.405 -0.736 0.047 0.005 0.009
Cl -3.905 -11.102 -2.026 -0.004 -0.009 -0.010
Cl -3.070 -8.651 -0.643 -0.046 0.022 0.146
H -3.232 -10.832 0.207 -0.026 0.002 -0.009
H -1.876 -10.643 -0.942 -0.005 0.005 -0.025
C 0.043 -5.237 -8.611 -0.055 0.047 0.027
Cl 0.224 -6.229 -10.067 -0.001 -0.003 -0.004
Cl 1.319 -5.539 -7.429 0.052 -0.030 0.009
H 0.088 -4.194 -8.900 0.025 -0.006 -0.014
H -0.907 -5.475 -8.149 0.009 -0.022 0.001
C 3.368 0.265 -4.370 -0.070 0.095 -0.020
Cl 2.657 -0.988 -5.405 0.009 -0.004 0.004
Cl 3.252 -0.121 -2.658 0.197 -0.094 0.006
H 4.414 0.362 -4.631 0.001 -0.019 0.002
H 2.832 1.191 -4.543 -0.035 -0.023 -0.007
C 6.172 8.385 -1.193 -0.062 -0.036 -0.020
Cl 5.941 9.107 0.399 0.019 0.022 0.021
Cl 7.877 8.059 -1.548 0.017 -0.001 -0.004
H 5.634 7.445 -1.221 0.030 -0.015 0.036
H 5.798 9.076 -1.939 0.020 0.010 0.002